Record 1
ORCA calculation (ωB97M-V/def2-TZVPD) on a structure of composition C26H21Cl3IIrN6O6S.

Total charge   0

CARTESIAN COORDINATES (ANGSTROEM)
O  3.03032  -4.32967  -0.39283
H  -1.03211  0.65479  -3.77742
C  -1.75655  3.72193  -1.66343
H  -0.15005  -2.96233  -2.66470
C  3.90563  0.48457  1.68586
I  -1.86102  -3.30927  2.15491
C  -1.70068  2.22720  1.79130
H  -2.24880  2.92578  2.43038
H  -2.39246  -0.18721  -3.03997
C  2.20165  -1.77566  -4.81416
C  -1.58600  1.45068  -1.91107
C  -0.92819  0.69084  3.44734
H  4.52337  1.25974  2.11144
H  -0.75600  -0.47066  -2.42580
C  -1.68929  1.32737  -0.52988
H  3.18379  -0.74617  -6.27636
H  0.05819  -1.91009  -4.90216
H  -0.51451  -1.09406  6.81688
N  -1.05531  1.21184  2.16061
C  1.95825  -2.95594  -2.30736
C  -2.78677  -0.95607  -0.41046
N  3.67984  -1.36203  0.15905
C  -1.42716  0.28257  -2.83581
C  2.43549  -1.50396  0.61850
C  -1.14408  1.40077  4.62615
C  -0.43367  -1.29796  4.68700
H  4.08891  -2.86871  -2.20607
H  -1.79392  4.68495  -2.16430
H  -0.00313  5.06390  0.99967
C  2.59408  0.30513  2.08344
S  1.78675  -3.69284  -0.71852
C  -4.19629  -0.57077  0.08276
H  -2.81442  4.94723  1.13163
H  -0.18577  -2.35070  4.74279
C  -1.89864  4.93416  0.53909
C  0.82154  -2.68747  -3.05775
O  0.56265  -4.43548  -0.71566
C  3.33657  -2.05839  -4.05017
Cl  -4.79613  0.72948  -0.97425
O  -1.75240  0.01190  0.03850
O  -2.47550  -1.89993  -1.01296
H  4.31781  -1.82563  -4.44698
Ir  0.03597  -1.61220  1.73809
C  -0.62982  -0.58781  5.86647
Cl  -5.21862  -1.98436  -0.08587
Cl  -4.14296  -0.04909  1.75644
H  5.39551  -0.26348  0.32787
O  -0.38825  -0.71655  0.08903
H  -1.41201  2.45090  4.59245
H  1.51517  -0.76429  -6.44948
C  -0.55056  -0.66598  3.44642
N  1.52525  -2.43880  0.29829
O  -0.84011  5.05559  1.47591
C  3.21660  -2.64478  -2.80417
C  4.38253  -0.37644  0.70051
H  2.10350  0.92351  2.82622
N  2.32619  -1.23792  -6.08850
C  0.94183  -2.10103  -4.30333
H  -1.13316  1.29789  6.76799
H  -1.93724  5.79475  -0.13531
C  -1.74091  2.41720  0.32855
N  -1.62572  2.66421  -2.45839
N  1.86751  -0.65404  1.53862
C  -0.98229  0.75788  5.84242
C  -1.81438  3.67104  -0.27945



Record 2
ORCA calculation (ωB97M-V/def2-TZVPD) on a cluster of 6 separate species, C26H21Cl8F3O2 in total.

Total charge   0
SMILES   ClC(Cl)(Cl)Cl.ClC(Cl)(Cl)Cl.Oc1ccc(O)cc1.Fc1ccccc1.Fc1ccccc1.Fc1ccccc1

CARTESIAN COORDINATES (ANGSTROEM)
H  -1.26332  -6.46111  5.70475
H  1.77377  0.45986  3.21816
H  -5.65573  0.51213  -7.15517
Cl  -0.13931  -1.07312  -3.26875
C  0.57157  -5.84912  4.81108
C  -0.17623  0.00221  -4.69232
H  1.19461  -6.38140  5.51488
Cl  1.40083  -1.90774  5.58201
C  1.14314  -5.06694  3.81491
C  6.28585  3.17300  -1.21229
C  -1.10300  -0.22698  2.03685
C  0.20325  0.24980  2.04983
Cl  0.97013  -1.72077  8.42625
C  -1.63367  -5.23653  4.01657
Cl  -0.51966  1.65571  -4.17533
C  -1.36212  0.64192  -0.16633
H  -1.71176  1.33635  -1.93039
H  -5.21728  -0.06919  -4.82501
C  6.65091  2.42552  -0.10638
C  -0.80791  -5.94374  4.86635
H  0.37190  1.34991  -1.16573
H  2.19977  -4.88114  3.67108
C  -4.46178  1.83414  -4.26034
C  0.78138  0.77088  0.90704
H  0.78539  -3.63349  2.23615
C  -4.63440  2.42956  -6.99647
Cl  -1.25291  -2.25245  6.70454
H  -3.88509  3.90475  -4.06404
C  0.33390  -4.30719  2.95160
C  -1.88208  -0.07635  0.91439
C  -0.01451  0.95950  -0.23370
Cl  1.40103  -0.01000  -5.49980
H  3.07680  3.79337  -0.48875
C  5.75257  2.28065  0.96066
O  -2.18529  0.84007  -1.25212
C  -4.12312  3.09420  -4.74499
F  -1.85888  -3.73529  2.26700
C  4.09383  3.43584  -0.35455
H  -2.70852  -5.16064  4.10379
H  7.67560  2.09233  -0.02661
H  4.70388  4.29430  -2.19692
Cl  -0.07186  0.36135  6.60436
O  0.95405  -0.03800  3.16234
H  1.83655  1.00704  0.86289
H  -2.88294  -0.48079  0.87118
H  -1.53860  -0.72424  2.89230
C  4.45977  2.78141  0.80936
C  4.99342  3.65904  -1.37295
Cl  -1.40991  -0.58841  -5.81325
C  0.27652  -1.36972  6.81037
C  -4.92385  0.90578  -5.20123
H  -4.29211  1.54311  -3.23457
C  -4.13563  3.35889  -6.11240
H  -4.70360  2.79459  -8.01685
F  -3.75047  4.56024  -6.57580
F  3.62063  2.72168  1.86044
C  -5.12716  1.21404  -6.52691
H  5.91003  1.83706  1.93646
C  -1.02551  -4.41612  3.07991
H  7.03708  3.33020  -1.97757



Record 3
ORCA calculation (ωB97M-V/def2-TZVPD) on an isolated molecule of C26H21ClF9NO4S.

Total charge   0
SMILES   C#Cc1cc(CCCCC(F)(F)C(F)(F)S(F)(F)(F)(F)F)c2c(c1[C@H](Cl)CC)C(=O)N(OC(=O)c1ccccc1)C2=O

CARTESIAN COORDINATES (ANGSTROEM)
C  0.76937  3.29331  -3.54486
C  -2.74982  0.12302  2.17129
H  1.70629  5.80192  -2.12637
C  2.11637  3.52591  -2.65321
C  1.07151  -0.12901  3.34299
H  -6.03212  -3.34083  -3.07893
H  -7.03783  -2.45500  2.26804
C  3.07245  2.26387  -2.52435
H  -3.53318  -0.98200  -2.63761
C  -3.36701  -0.40756  -0.48741
C  -4.48045  -2.66487  -1.50615
O  -0.47669  2.99555  -2.87254
H  1.88854  -0.47264  1.23528
H  5.08165  1.49023  -1.51607
C  -4.84906  -1.53905  1.57342
C  4.38751  2.40677  -1.63625
F  1.63275  -2.66247  -0.34257
H  4.04224  6.03790  -0.51638
C  -1.32278  1.31333  0.22316
C  4.69933  3.80203  -0.93938
C  -4.88087  -3.38767  -2.91940
C  2.16070  -3.27930  0.86496
C  -6.06465  -2.01367  1.81719
C  -4.19839  -1.08446  -1.68353
C  2.44996  4.92820  -1.95484
F  1.64188  -4.63660  0.85352
H  1.59475  -0.12696  4.38600
H  -4.58706  -4.51711  -2.92320
Cl  -5.74927  -0.12652  -2.10410
H  -2.99654  -0.09109  3.28231
H  5.63088  3.93683  -0.26685
H  -3.63568  -3.24250  -0.97490
C  -0.64225  1.91315  2.81033
O  0.41718  3.10089  -0.00624
F  0.08837  -2.44424  1.85236
C  -2.19180  0.56508  -0.86403
C  0.89748  1.42853  2.87011
H  3.07697  -0.83617  2.63882
S  4.01062  -3.36484  0.73138
C  -1.55848  1.11020  1.76483
F  4.18425  -1.77354  0.22779
C  3.74428  5.06716  -1.07177
C  -0.29316  2.22217  -0.60046
F  3.95451  -5.03699  1.09482
C  -3.65276  -0.61049  1.06620
H  -1.05903  1.94159  3.88327
C  1.97391  -0.95361  2.27628
H  1.46984  2.09919  3.62866
F  1.60989  -3.24537  3.37958
O  0.83475  3.41606  -4.81998
H  -0.61641  3.01981  2.43740
F  5.66931  -3.55072  0.52600
H  0.00818  -0.54003  3.48476
H  1.43198  1.57641  1.84320
F  4.29948  -3.02826  2.34376
C  -1.61594  1.06633  -2.26974
H  -5.42799  -2.78269  -0.83479
H  -4.37688  -2.87238  -3.81447
F  3.82844  -3.81740  -0.91014
N  -0.36739  1.89801  -2.07200
H  2.82850  1.26680  -3.06101
O  -2.04438  0.91277  -3.46337
C  1.53373  -2.50703  2.11922



Record 4
ORCA calculation (ωB97M-V/def2-TZVPD) on an isolated molecule of C26H21F3N4O4.

Total charge   0
SMILES   O=C(Nc1cc(Oc2cc(F)c(NC(=O)C3(C(=O)Nc4ccc(F)cc4)CC3)cc2F)ccn1)C1CC1

CARTESIAN COORDINATES (ANGSTROEM)
C  -4.51201  2.42155  0.29395
C  6.34404  0.22840  0.50572
C  -1.07221  2.88478  0.12714
H  0.98867  -0.06569  -2.42741
C  -5.73996  3.06099  0.46903
C  0.11006  2.28354  -0.26481
O  5.40030  -1.65090  -1.51740
H  -5.77715  -4.61032  2.75897
C  -4.63872  -1.91912  0.84965
C  4.74235  -0.70622  -1.12848
H  4.19539  -1.09974  -3.64837
O  -3.51289  -1.63286  0.49609
C  7.26000  -0.82094  0.50726
N  -6.77033  0.97372  0.99843
C  7.75006  1.46289  2.02565
N  -5.63401  -0.99867  1.03639
H  2.59189  -0.27271  -3.81172
H  -6.45227  -2.93801  2.78545
H  -6.55456  -1.31908  1.30705
N  5.14918  0.20096  -0.21539
O  2.80479  1.39963  -0.32064
H  -4.18614  -3.99415  0.94453
C  3.25617  -0.84465  -3.18111
C  -5.59412  0.37327  0.83697
C  -1.12351  1.08112  -1.91391
F  9.76907  0.49036  2.75921
C  -6.82417  2.28373  0.82629
H  7.06637  -1.69917  -0.08459
N  1.20403  0.60253  -1.69972
H  5.88649  2.17848  1.26886
H  4.49109  0.95183  -0.00324
C  0.09852  1.33847  -1.28411
H  -7.12440  -3.19154  0.34282
C  2.45736  0.58902  -1.16549
C  -5.02790  -3.33278  1.10821
H  3.31051  -2.67388  -1.97515
O  -3.43640  3.19650  -0.02968
H  1.02703  2.53137  0.24337
F  -1.03781  3.77353  1.13121
H  -7.79990  2.72782  0.97611
H  -6.44288  -4.86060  0.34158
C  -2.29485  2.58122  -0.46877
C  6.59903  1.36698  1.27006
C  2.71875  -1.79305  -2.17904
C  3.34508  -0.48744  -1.70057
H  9.12503  -1.54111  1.28549
H  -3.21801  1.42957  -2.03723
C  -6.00196  -3.72005  2.19161
H  -5.82118  4.12573  0.33090
H  -3.50220  0.51247  0.40744
H  1.65651  -1.94520  -2.06528
C  -2.30037  1.67838  -1.52960
C  -6.39554  -3.86763  0.76350
F  -1.13851  0.19357  -2.93618
C  8.41113  -0.73321  1.26763
H  7.96087  2.33918  2.61786
C  -4.42850  1.05202  0.49780
C  8.64271  0.40510  2.01566



Values for ΔE to the lowest compared entry with this formula, charge and spin, kJ/mol, ordered as above
716.12 0.00 1001.17 0.00
Values for highest occupied orbital energy, Ha, ordered as above
-0.29053 -0.29227 -0.33227 -0.30571
Values for total energy, Eh, ordered as above
-3963.96243 -5134.90929 -3115.49454 -1822.98598